(1)
Density functional theory data (ωB97M-V/def2-TZVPD) for a cluster of 3 separate species, C6H12N2 in total.

Calculated values
* E_tot: -345.1658 hartree
* relative energy (zero: lowest compared OMol25 entry of this formula, charge and spin): 101.73 kcal/mol
* 2S+1: 1
* frontier orbital gap: 8.9490 eV
* molecular weight: 112.176 g mol⁻¹
* SMILES string: C=C(C)C.C#N.C=N

Each line ends with the Mulliken charge.
Element x y z (Å)
C -0.607 -0.788 -0.591  1.31
C -0.052 -1.871 -1.471  -1.37
C -1.670 0.074 -1.212  -1.33
C -0.514 -0.885 0.777  -1.47
C 1.648 1.356 -0.340  0.06
C 1.118 1.163 1.845  -0.28
N 1.095 0.763 -1.189  -0.43
N 0.478 2.214 2.154  -0.54
H 0.722 2.583 3.072  0.24
H 2.272 2.210 -0.150  0.37
H 1.839 0.658 2.497  0.38
H 0.430 -1.445 -2.352  0.33
H 0.683 -2.486 -0.955  0.37
H -2.594 -0.502 -1.315  0.38
H -1.352 0.411 -2.200  0.35
H -1.887 0.945 -0.592  0.34
H -1.270 -0.419 1.399  0.39
H 0.559 0.282 1.218  0.15
H -0.034 -1.748 1.222  0.39
H -0.862 -2.514 -1.817  0.36

Cartesian forces (eV/Å) of the 2 atoms listed first:
-0.96 -1.10 1.53
0.50 0.36 -0.11



(2)
Density functional theory data (ωB97M-V/def2-TZVPD) for a structure of composition C6H12N2.

Calculated values
* E_tot: -345.2165 hartree
* relative energy (zero: lowest compared OMol25 entry of this formula, charge and spin): 69.89 kcal/mol
* 2S+1: 1
* frontier orbital gap: 9.6204 eV
* molecular weight: 112.176 g mol⁻¹

Each line ends with the Mulliken charge.
Element x y z (Å)
C -0.581 1.277 0.960  -1.33
C -0.302 0.448 -0.275  0.99
C -1.679 0.032 -0.888  -0.82
C -0.211 -0.996 -0.103  -0.15
C 1.146 -1.117 0.594  -0.77
C 1.929 -0.074 -0.291  -0.51
H -0.528 2.348 0.840  0.38
H -1.671 1.078 1.312  0.29
H 0.020 1.006 1.810  0.27
H -2.467 0.811 -0.822  0.31
H -1.698 -0.402 -1.892  0.34
H -1.969 -0.724 0.956  0.36
H -0.001 -1.436 -1.114  0.28
H 1.629 -2.128 0.707  0.36
H 1.032 -0.616 1.570  0.19
H 2.553 0.515 0.404  0.26
H 2.630 -0.501 -1.021  0.34
H 0.961 0.814 -1.924  0.31
N -1.722 -1.158 0.074  -0.58
N 0.928 0.824 -0.897  -0.53

Cartesian forces (eV/Å) of the 2 atoms listed first:
-2.54 -0.62 1.14
-1.38 0.90 -1.86



(3)
Density functional theory data (ωB97M-V/def2-TZVPD) for the molecule C6H12N2.

Calculated values
* E_tot: -345.2040 hartree
* relative energy (zero: lowest compared OMol25 entry of this formula, charge and spin): 77.70 kcal/mol
* 2S+1: 1
* frontier orbital gap: 8.0015 eV
* molecular weight: 112.176 g mol⁻¹
* SMILES string: C=C1[C@@H](C)CNN1C

Each line ends with the Mulliken charge.
Element x y z (Å)
C -0.167 -0.814 0.307  0.63
C -0.548 -2.091 0.574  -1.33
C 0.830 1.357 0.677  -0.88
C 1.170 -0.123 0.344  0.36
C 2.059 -0.081 -0.932  -1.63
C -2.447 0.107 -0.441  -0.96
N -0.469 1.553 -0.028  -0.71
N -1.020 0.273 -0.039  0.32
H -1.582 -2.228 0.490  0.25
H 0.253 -2.746 0.863  0.30
H 0.700 1.409 1.710  0.36
H 1.517 1.862 0.148  0.52
H 1.829 -0.664 1.001  0.35
H 1.687 0.403 -1.738  0.48
H 2.466 -1.035 -1.459  0.29
H 3.004 0.344 -0.612  0.41
H -2.719 -0.866 -0.307  0.28
H -2.996 0.748 0.173  0.31
H -2.546 0.488 -1.399  0.35
H -1.023 2.103 0.667  0.28

Cartesian forces (eV/Å) of the 2 atoms listed first:
-1.08 1.99 -0.56
1.81 2.59 -0.50



(4)
Density functional theory data (ωB97M-V/def2-TZVPD) for a cluster of 2 separate species, C6H12N2 in total.

Calculated values
* E_tot: -345.3164 hartree
* relative energy (zero: lowest compared OMol25 entry of this formula, charge and spin): 7.22 kcal/mol
* 2S+1: 1
* frontier orbital gap: 9.4795 eV
* molecular weight: 112.176 g mol⁻¹
* SMILES string: Cc1c[nH]cn1.CC

Each line ends with the Mulliken charge.
Element x y z (Å)
C -0.610 -2.957 -0.347  -1.02
C 0.904 -0.224 1.352  -0.34
C 0.353 -1.945 0.116  0.72
C 1.572 -1.473 -0.326  -0.61
N 0.002 -1.146 1.182  -0.57
N 1.937 -0.424 0.461  -0.06
H 0.793 0.597 2.037  0.48
H 2.646 0.239 0.214  0.24
H 2.266 -2.037 -0.932  0.34
H -1.444 -2.532 -0.887  0.22
H -1.054 -3.494 0.498  0.30
H -0.133 -3.718 -0.973  0.30
C -1.525 2.028 -0.210  -0.84
C -0.236 2.802 -0.374  -0.70
H -1.419 1.159 0.444  0.22
H -2.382 2.619 0.112  0.33
H -1.914 1.530 -1.110  0.26
H 0.135 3.193 0.570  0.23
H 0.487 2.108 -0.812  0.16
H -0.380 3.678 -1.014  0.33

Cartesian forces (eV/Å) of the 2 atoms listed first:
0.23 -1.32 -0.02
0.27 -0.74 -0.90